(1)
ORCA calculation (ωB97M-V/def2-TZVPD) on 2 unconnected molecules or ions with the total composition C4H10N3O2.

Geometry as XYZ:
```
19
Properties=species:S:1:pos:R:3:forces:R:3:lowdin_charge:R:1
O 2.7346 -2.7301 -0.0232 -0.88 -1.63 0.34 0.1310
O -3.0423 -0.6799 -0.7435 -2.33 -0.47 0.65 0.1334
N 1.0025 0.8027 0.0740 2.15 -2.21 -0.48 0.2148
N -1.5431 0.7198 0.3755 0.44 -1.05 -0.94 -0.0577
N 2.8723 -0.5248 -0.6098 -2.33 -1.29 0.28 0.1215
C -2.4452 1.5684 1.0803 1.02 -0.87 1.85 -0.0809
C 3.2741 -1.9518 -0.7075 -0.09 2.87 1.44 -0.2133
C 1.6353 -0.3277 -0.0436 1.93 0.15 0.72 -0.0982
C -1.8808 -0.2062 -0.4471 1.13 2.10 1.97 -0.2784
H -2.6675 1.1263 2.0690 0.68 0.57 0.09 0.1108
H 1.3503 -1.2413 0.5003 -0.61 0.54 -0.38 0.1624
H 1.3954 1.5693 -0.4169 0.01 1.08 -0.29 0.1318
H 3.2809 0.1661 -1.1933 0.49 0.56 -0.54 0.1386
H 0.0328 0.7845 0.4587 -1.34 0.50 0.01 0.0460
H -1.0866 -0.6623 -0.9550 0.93 -0.86 -1.01 0.1131
H -3.3851 1.5455 0.6817 -2.60 0.59 -1.63 0.0439
H -2.0306 2.5725 1.1296 -0.23 -0.06 0.25 0.0978
H 4.1864 -2.0567 -1.2108 1.30 -0.43 -1.35 0.1312
H -3.6833 -0.4741 -0.0187 0.35 -0.10 -0.97 0.1523
```
Forces are in eV/Å.

Results
E_LUMO, eV: -4.015
HOMO energy, eV: -13.96
Molecular weight, g mol⁻¹: 132.14
Total charge: +1

***

(2)
ORCA calculation (ωB97M-V/def2-TZVPD) on 2 unconnected molecules or ions with the total composition C5H13N3O3P.

Geometry as XYZ:
```
25
Properties=species:S:1:pos:R:3:forces:R:3:lowdin_charge:R:1
P 0.9726 -0.5277 2.1967 0.49 -0.78 1.43 0.1690
O 2.3690 -1.0266 2.3903 0.03 0.67 -0.39 -0.3643
O 0.8114 1.0335 2.6250 -2.00 1.29 -1.77 -0.2374
O -0.1220 -1.2686 2.8875 -0.47 -0.49 -0.24 -0.3770
N -3.3094 0.6419 1.0107 -0.17 1.06 1.54 0.0642
N -1.1479 0.6665 0.5045 6.41 0.18 -1.04 0.1166
N -2.2106 -1.3381 1.1582 0.72 -0.85 -1.06 0.1261
C 2.2875 -1.1941 -1.1657 -0.17 1.92 -0.95 -0.0788
C 0.9352 0.9641 -1.6035 -1.99 -0.27 0.89 -0.1139
C -2.0544 -0.0419 0.9157 -3.36 0.08 -0.69 -0.7194
C 1.5774 0.0554 -0.5488 1.80 0.82 0.12 -0.4703
C 0.6295 -0.5492 0.4202 -4.25 0.70 0.39 -0.1429
H 0.0910 -1.5427 0.1239 1.28 1.90 0.06 0.1201
H 2.3989 0.7230 -0.0228 -1.73 -1.49 -0.50 0.1634
H 1.7401 -1.4295 -2.1013 0.53 -0.15 0.38 0.0780
H 0.2764 0.3410 -2.2389 0.38 0.21 -0.06 0.0704
H 1.6522 1.5021 -2.2146 0.10 0.11 0.01 0.0598
H -3.1221 1.6340 0.9323 -0.13 -0.15 -0.11 0.0644
H -0.0841 1.3656 2.1715 2.61 -1.14 1.25 0.0916
H 2.2576 -2.0071 -0.4909 0.11 -0.90 0.67 0.0493
H 3.3264 -0.9093 -1.3381 0.01 -0.36 -0.40 0.0717
H -3.0864 -1.4233 1.6190 0.05 -1.27 0.92 0.0818
H -4.0288 0.3794 0.3811 -0.38 -0.52 -0.73 0.0487
H 0.1762 1.6199 -1.0623 1.35 -0.41 -0.80 0.0656
H -1.3133 -1.8115 1.3217 -1.20 -0.15 1.09 0.0632
```
Forces are in eV/Å.

Results
E_LUMO (alpha / beta), eV: 3.561 / 3.561
HOMO energy (alpha / beta), eV: -4.64 / -4.64
Molecular weight, g mol⁻¹: 194.15
Total charge: -1

***

(3)
ORCA calculation (ωB97M-V/def2-TZVPD) on 2 unconnected molecules or ions with the total composition C6H11N.

Geometry as XYZ:
```
18
Properties=species:S:1:pos:R:3:forces:R:3:lowdin_charge:R:1
N 0.8714 -2.4054 1.6755 0.14 0.20 -0.26 -0.0508
C 1.5071 -1.2218 1.2557 0.19 0.07 0.24 -0.3190
C -1.3564 -0.6986 0.3596 -0.11 0.49 -1.40 0.0305
C -0.3939 1.2160 -0.9315 -2.05 0.62 0.33 -0.4284
C -0.7642 0.7723 -2.1913 0.77 0.70 -0.39 0.1219
C -0.9741 0.5985 0.2790 0.11 -1.15 0.50 -0.1570
C 0.4834 2.2706 -0.7160 -0.31 -1.22 -0.47 0.1125
H 1.0563 -0.8476 0.2769 0.49 0.14 0.26 0.0750
H -1.0048 1.2015 1.1905 1.34 -0.13 0.06 0.1117
H 0.8239 2.7881 -1.6031 0.53 0.19 0.35 0.0647
H 1.3280 -0.4071 1.9557 -0.15 0.18 0.09 0.0629
H -0.5831 1.4602 -3.0151 0.07 -0.32 -0.05 0.0697
H 1.3923 -3.1710 1.2464 -0.25 -0.13 -0.06 0.0040
H -1.9830 -1.0999 -0.4429 1.05 -0.36 -0.42 0.0691
H 0.9078 2.3289 0.2806 -0.06 0.70 -0.23 0.0674
H -1.0208 -0.2495 -2.4319 -0.53 0.13 0.25 0.0671
H 2.5927 -1.2928 1.1138 0.01 -0.05 -0.24 0.0714
H -0.8433 -1.4230 0.9954 -1.22 -0.06 1.42 0.0273
```
Forces are in eV/Å.

Results
E_LUMO, eV: -3.010
HOMO energy, eV: -6.14
Molecular weight, g mol⁻¹: 97.16

***

(4)
ORCA calculation (ωB97M-V/def2-TZVPD) on a molecular structure, C23H37IrN7Si2.

Geometry as XYZ:
```
70
Properties=species:S:1:pos:R:3:forces:R:3:lowdin_charge:R:1
Ir 0.1578 -0.1188 0.1452 -0.74 -0.28 0.51 1.1848
Si 0.5110 0.1274 3.4902 -0.01 0.04 -0.01 0.3603
Si -1.5182 -2.0017 -1.7429 0.14 0.18 0.03 0.3761
N 5.2126 1.2150 -0.9328 -0.03 -0.03 0.09 0.1249
N 3.0552 0.8886 -0.0629 0.06 -0.18 0.17 0.1061
N -0.2498 -0.6661 2.1716 0.63 -0.40 -0.08 -0.2245
N 4.1192 0.4043 -0.6647 -0.15 0.09 -0.03 -0.2869
N 4.0040 -0.8411 -1.0901 -0.02 0.00 0.11 0.1261
N 2.1830 -0.0956 -0.0767 -0.19 0.60 -0.82 -0.1832
N -1.1432 -1.6803 -0.0814 -0.14 -0.05 0.10 -0.2434
C 1.4741 1.6334 2.9285 -0.06 -0.01 -0.04 -0.1958
C 2.8311 5.3591 0.1205 0.00 0.00 0.02 -0.1093
C -2.4919 -3.5791 -2.1296 0.03 0.00 0.07 -0.2037
C 0.0455 -2.1707 -2.7824 0.02 0.01 0.03 -0.1988
C -2.3527 -3.4749 1.1525 0.01 0.16 0.02 -0.0681
C -1.0380 -1.7896 2.2990 -0.14 0.07 -0.15 -0.3443
C 2.6139 3.4940 -1.3813 -0.08 0.12 -0.10 -0.0769
C 1.2353 3.4422 -1.1955 -0.06 0.05 0.04 -0.1759
C -2.5465 -0.6193 -2.4926 -0.05 -0.02 0.06 -0.1817
C -1.5494 -2.3369 1.0857 0.06 0.13 0.05 -0.3154
C 0.3419 2.3920 -1.8579 0.15 0.00 0.23 -0.5754
C -2.1812 -3.5429 3.5468 -0.04 -0.05 -0.01 -0.1448
C -1.3797 -2.4097 3.5064 0.03 0.06 0.00 -0.0776
C 1.0952 1.5869 -2.9138 -0.03 -0.04 0.03 -0.0803
C 3.4045 4.4337 -0.7354 -0.01 0.03 -0.02 -0.0994
C -2.6669 -4.0792 2.3663 0.00 -0.04 0.05 -0.1470
C 2.7889 -1.1453 -0.6909 0.08 -0.19 0.32 -0.1963
C 1.7447 -0.9712 4.4126 -0.01 0.01 0.01 -0.1814
C 0.6749 4.3946 -0.3393 0.01 -0.08 0.03 -0.0407
C -0.8355 3.1097 -2.5393 0.01 -0.05 -0.14 -0.0631
C 1.4560 5.3328 0.3128 0.02 0.02 0.02 -0.0908
C -0.2379 1.4523 -0.7766 0.72 0.20 -0.01 -0.3047
C -0.7311 0.7758 4.7598 0.03 -0.04 0.03 -0.1820
H 2.0151 2.0659 3.7761 -0.02 0.00 0.04 0.0240
H 5.9614 0.5898 -1.2058 0.00 0.01 0.00 0.0887
H 3.0824 2.7846 -2.0502 -0.02 -0.01 -0.03 0.0724
H 0.8094 2.3964 2.5196 -0.03 0.02 -0.02 0.0198
H -1.4508 2.3846 -3.0745 -0.02 -0.01 0.00 0.0703
H -2.4169 -4.0019 4.5002 0.00 0.00 0.00 0.0821
H 4.9656 1.8114 -1.7183 0.08 -0.03 -0.02 0.0746
H -2.0682 0.3359 -2.2823 0.00 0.03 -0.02 -0.0201
H -2.6512 -0.7375 -3.5747 0.00 -0.02 -0.02 0.0246
H 0.3887 0.9530 -3.4515 0.00 -0.01 0.03 0.0754
H -1.4771 3.6099 -1.8146 0.01 0.01 0.01 0.0674
H 4.4763 4.4373 -0.8960 0.01 0.00 0.01 0.0911
H 0.6676 -1.2823 -2.6614 -0.01 -0.05 -0.01 -0.0235
H 0.9880 6.0438 0.9831 0.00 0.01 0.00 0.0963
H -3.4889 -3.5793 -1.6880 -0.05 0.02 -0.03 0.0193
H -0.3930 4.3895 -0.1627 0.01 -0.02 0.03 0.1045
H 2.3234 -2.1083 -0.7968 -0.05 0.05 -0.10 0.1056
H 2.2555 -0.3983 5.1923 0.01 -0.01 0.01 0.0175
H 3.4452 6.0858 0.6373 0.00 0.01 0.00 0.0914
H -2.7399 -3.9066 0.2474 -0.05 -0.06 -0.12 0.0554
H -0.4813 3.8577 -3.2552 0.02 -0.02 -0.01 0.0872
H -3.5468 -0.5988 -2.0526 -0.02 -0.01 0.01 0.0271
H -3.2845 -4.9700 2.3764 -0.01 0.01 0.00 0.0802
H -1.2554 -0.0180 5.2932 -0.02 0.01 0.01 0.0087
H -1.0420 1.9885 -0.2361 -0.20 -0.21 -0.26 0.0331
H -2.6072 -3.6297 -3.2168 0.01 -0.01 0.00 0.0222
H -1.0053 -1.9969 4.4343 0.02 -0.03 0.01 0.0644
H -0.2067 -2.2780 -3.8416 -0.02 -0.03 -0.02 0.0235
H 2.1952 1.3998 2.1485 0.07 0.00 0.01 -0.0189
H 1.6024 2.2320 -3.6373 -0.01 0.01 -0.04 0.0815
H -1.4831 1.3942 4.2648 0.00 0.01 -0.02 0.0255
H 0.6257 -3.0498 -2.4874 0.00 -0.01 0.02 0.0195
H 1.2725 -1.8361 4.8815 -0.01 -0.01 -0.01 0.0116
H 2.5021 -1.3441 3.7181 0.01 0.00 -0.01 0.0195
H 1.8243 0.9204 -2.4488 0.03 0.03 -0.05 0.0474
H -1.9779 -4.4846 -1.8016 0.02 -0.02 -0.01 0.0250
H -0.2163 1.3958 5.4997 0.00 0.02 0.01 0.0188
```
Forces are in eV/Å.

Results
E_LUMO, eV: 2.587
HOMO energy, eV: -2.96
Molecular weight, g mol⁻¹: 659.99
Total charge: -1

***

Quick rundown of maximum force, same order as above: 3.2 6.5 2.2 1.0 eV Å⁻¹
Quick rundown of ΔE to the lowest compared entry with this formula, charge and spin, same order as above: 1.146 2.461 9.372 0.542 eV